Below is 2 unconnected molecules or ions with the total composition C2H3NO3 at a distorted geometry, with properties calculated with ωB97M-V with the def2-TZVPD basis set.

## Properties
HOMO level	-10.52	eV
E	-358.4771	Ha
ΔE to the lowest compared entry with this formula, charge and spin	138.0	kJ/mol
multiplicity	1
net charge	0
SMILES	N=C=O.O=CO
molecular weight	89.050	g mol⁻¹

Last column: Löwdin charge in e.
CARTESIAN COORDINATES (ANGSTROEM)
N (-1.0688, -0.4827, 0.1205)  0.163
C (-1.8255, 0.4199, 0.2835)  -0.394
O (-2.5792, 1.2830, 0.4021)  0.193
H (-1.0409, -1.4236, 0.5295)  0.137
O (0.8640, 1.1141, -0.8035)  0.028
C (1.1255, 0.2490, 0.0043)  -0.493
O (1.7256, -0.8545, -0.3543)  0.098
H (0.7956, 0.3680, 1.0703)  0.147
H (2.0037, -0.6732, -1.2524)  0.121

Below is 2 unconnected molecules or ions with the total composition C2H3NO3 at a distorted geometry, with properties calculated with ωB97M-V with the def2-TZVPD basis set.

## Properties
HOMO level (alpha / beta)	-7.76 / -9.24	eV
⟨S²⟩	2.0082
E	-358.2524	Ha
ΔE to the lowest compared entry with this formula, charge and spin	370.6	kJ/mol
multiplicity	3
net charge	0
molecular weight	89.050	g mol⁻¹

Last column: Mulliken spin population.
CARTESIAN COORDINATES (ANGSTROEM)
C (-1.1629, -0.0109, -0.7065)  0.002
C (-1.9629, -0.5011, 0.1891)  0.003
N (2.2103, 0.1379, -0.3586)  0.972
O (-0.4133, 0.4284, -1.4615)  0.002
O (1.7805, 0.7684, 0.7915)  0.255
O (2.0751, -1.0189, -0.3209)  0.790
H (2.1614, 1.6735, 0.8402)  -0.023
H (-2.2859, -1.6298, 0.1816)  0.000
H (-2.4023, 0.1525, 0.8451)  -0.001

Below is C2H3NO3S in the gas phase at a distorted geometry, with properties calculated with ωB97M-V with the def2-TZVPD basis set.

## Properties
HOMO level	-8.60	eV
E	-756.5057	Ha
ΔE to the lowest compared entry with this formula, charge and spin	447.4	kJ/mol
multiplicity	1
net charge	0
molecular weight	121.117	g mol⁻¹

Last column: Löwdin charge in e.
CARTESIAN COORDINATES (ANGSTROEM)
C (0.3438, -1.4430, 0.0956)  -0.115
C (-0.3397, -0.2604, 0.3147)  -0.072
N (0.6935, 0.7004, 0.6341)  -0.264
O (1.7980, -1.4095, 0.0997)  -0.386
O (0.7103, 1.8553, -0.0490)  -0.096
O (3.2099, 0.6148, -0.6401)  -0.429
S (2.6079, -0.0304, 0.5103)  1.064
H (0.0280, -2.4592, -0.0346)  0.100
H (-1.4349, -0.1152, 0.3368)  0.126
H (1.2687, 1.9876, -0.8046)  0.073

Below is 2 unconnected molecules or ions with the total composition C2H3NOPS at a distorted geometry, with properties calculated with ωB97M-V with the def2-TZVPD basis set.

## Properties
HOMO level	-14.11	eV
E	-947.1410	Ha
ΔE to the lowest compared entry with this formula, charge and spin	170.6	kJ/mol
multiplicity	1
net charge	+1
molecular weight	120.093	g mol⁻¹

Last column: Löwdin charge in e.
CARTESIAN COORDINATES (ANGSTROEM)
C (-0.4955, 0.7544, 0.3033)  0.022
C (0.6489, 1.2845, 1.0662)  -0.035
N (-0.9043, 0.2931, -0.6583)  -0.109
O (-1.4908, -0.3266, -1.4894)  -0.133
P (-0.9026, -2.8143, -2.0735)  0.622
S (0.1490, -3.6513, -0.7806)  0.331
H (1.7417, 1.0340, 0.7610)  0.129
H (0.6349, 1.1213, 2.1560)  0.092
H (0.6188, 2.3049, 0.7154)  0.081

Below is C2H3NOS in the gas phase at a distorted geometry, with properties calculated with ωB97M-V with the def2-TZVPD basis set.

## Properties
HOMO level (alpha / beta)	-8.01 / -7.79	eV
E	-606.0742	Ha
ΔE to the lowest compared entry with this formula, charge and spin	297.2	kJ/mol
multiplicity	1
net charge	0
SMILES	O/C=C\N=S
molecular weight	89.119	g mol⁻¹

Last column: Löwdin charge in e.
CARTESIAN COORDINATES (ANGSTROEM)
O (0.6435, -1.3785, -0.1110)  -0.031
C (0.1719, -0.1431, -0.0034)  -0.185
C (1.0419, 0.9406, 0.0785)  -0.302
N (2.3837, 0.9690, 0.1582)  -0.476
S (3.3010, -0.3522, -0.0527)  0.633
H (0.0840, -1.9129, 0.4542)  0.109
H (-0.8740, -0.1396, 0.5300)  0.155
H (0.7658, 1.9902, 0.1262)  0.096

Below is C2H3NOS2 in the gas phase at a distorted geometry, with properties calculated with ωB97M-V with the def2-TZVPD basis set.

## Properties
HOMO level	-8.34	eV
E	-1004.2494	Ha
ΔE to the lowest compared entry with this formula, charge and spin	362.6	kJ/mol
multiplicity	1
net charge	0
SMILES	c1csso[nH]1
molecular weight	121.186	g mol⁻¹

Last column: Löwdin charge in e.
CARTESIAN COORDINATES (ANGSTROEM)
C (-0.4423, 0.0894, -0.7922)  -0.223
C (0.8247, -0.3888, -0.8227)  -0.457
S (1.9384, -0.5260, 0.5771)  0.471
S (0.6761, -0.7138, 2.0893)  0.458
O (-0.4459, 0.7901, 1.4626)  -0.433
N (-1.0158, 0.6766, 0.2801)  -0.149
H (-1.1427, 0.2380, -1.7007)  0.153
H (1.6020, -0.6616, -1.5514)  0.038
H (-1.9946, 0.4961, 0.4580)  0.143

Below is C2H3NOS2 in the gas phase at a distorted geometry, with properties calculated with ωB97M-V with the def2-TZVPD basis set.

## Properties
HOMO level (alpha / beta)	-6.28 / -8.01	eV
⟨S²⟩	2.0175
E	-1004.1289	Ha
ΔE to the lowest compared entry with this formula, charge and spin	385.6	kJ/mol
multiplicity	3
net charge	0
molecular weight	121.186	g mol⁻¹

Last column: Mulliken spin population.
CARTESIAN COORDINATES (ANGSTROEM)
C (-0.0987, -0.1455, -0.6797)  -0.035
C (1.2483, -0.3888, 0.0992)  0.022
N (-1.1788, 0.2223, 0.0183)  0.206
O (1.3236, -0.4564, 1.3288)  0.746
S (-2.8585, 1.0308, 0.1214)  0.700
S (-1.6197, 0.3282, 1.6642)  0.185
H (-0.1858, -0.0768, -1.8146)  0.000
H (1.7393, -1.1089, -0.5413)  0.031
H (1.6305, 0.5950, -0.1965)  0.146

Below is C2H3NP2 in the gas phase at a distorted geometry, with properties calculated with ωB97M-V with the def2-TZVPD basis set.

## Properties
HOMO level	-8.96	eV
E	-815.4110	Ha
ΔE to the lowest compared entry with this formula, charge and spin	38.6	kJ/mol
multiplicity	1
net charge	0
SMILES	C1=NP=[PH]=C1
molecular weight	103.001	g mol⁻¹

Last column: Löwdin charge in e.
CARTESIAN COORDINATES (ANGSTROEM)
C (0.3988, -1.0893, -0.3222)  -0.417
N (1.7080, -1.4161, -0.1123)  -0.436
P (2.7495, -0.3024, 0.2191)  0.649
P (1.2462, 1.4092, -0.1717)  0.576
C (-0.0467, 0.1975, -0.4547)  -0.463
H (-0.3767, -1.9834, -0.3277)  0.127
H (0.8439, 1.4708, 1.2688)  -0.061
H (-0.9776, 0.5538, -0.7863)  0.025

Below is a molecular structure, C2H3NS at a distorted geometry, with properties calculated with ωB97M-V with the def2-TZVPD basis set.

## Properties
HOMO level	-8.27	eV
E	-530.8112	Ha
ΔE to the lowest compared entry with this formula, charge and spin	324.2	kJ/mol
multiplicity	1
net charge	0
molecular weight	73.120	g mol⁻¹

Last column: Löwdin charge in e.
CARTESIAN COORDINATES (ANGSTROEM)
C (0.2764, 0.1714, -0.1112)  -0.299
C (-0.8048, 1.1642, -0.0921)  -0.430
N (-0.5406, -0.9553, -0.1176)  -0.412
S (-2.0173, -0.0908, -0.0201)  0.837
H (-0.8232, 2.1365, 0.3532)  0.024
H (1.6237, -0.2663, -0.0563)  0.203
H (-0.4472, -1.7393, -0.7499)  0.078

Below is C2H3NS in the gas phase at a distorted geometry, with properties calculated with ωB97M-V with the def2-TZVPD basis set.

## Properties
HOMO level	-9.94	eV
E	-530.9115	Ha
ΔE to the lowest compared entry with this formula, charge and spin	60.8	kJ/mol
multiplicity	1
net charge	0
SMILES	N#CCS
molecular weight	73.120	g mol⁻¹

Last column: Löwdin charge in e.
CARTESIAN COORDINATES (ANGSTROEM)
N (1.3191, 1.4601, -1.0577)  0.147
C (0.6265, 1.0041, -0.2643)  -0.349
C (-0.2789, 0.1649, 0.4897)  -0.476
S (-0.9568, -1.2199, -0.6842)  0.660
H (-1.1336, 0.8766, 0.8834)  0.121
H (0.1888, -0.4924, 1.2232)  0.054
H (0.2350, -1.7934, -0.5902)  -0.157

Below is C2H3NS2 in the gas phase at a distorted geometry, with properties calculated with ωB97M-V with the def2-TZVPD basis set.

## Properties
HOMO level	-9.03	eV
E	-929.0687	Ha
ΔE to the lowest compared entry with this formula, charge and spin	127.6	kJ/mol
multiplicity	1
net charge	0
SMILES	C=NC(=S)S
molecular weight	105.187	g mol⁻¹

Last column: Löwdin charge in e.
CARTESIAN COORDINATES (ANGSTROEM)
C (1.2571, 1.0284, 0.0326)  -0.075
N (0.4608, 0.4185, 0.8223)  -0.109
C (-0.7704, -0.2729, 0.2271)  -1.214
S (-1.9288, 0.6222, -0.5513)  0.612
S (-0.5976, -1.9790, 0.5517)  0.798
H (2.1179, 1.7148, 0.2061)  0.086
H (0.9109, 0.9550, -1.0680)  0.082
H (-1.4500, -2.4871, -0.2205)  -0.179

Below is 2 unconnected molecules or ions with the total composition C2H3NS2 at a distorted geometry, with properties calculated with ωB97M-V with the def2-TZVPD basis set.

## Properties
HOMO level (alpha / beta)	-9.59 / -9.60	eV
E	-929.0171	Ha
ΔE to the lowest compared entry with this formula, charge and spin	263.0	kJ/mol
multiplicity	1
net charge	0
molecular weight	105.187	g mol⁻¹

Last column: Löwdin charge in e.
CARTESIAN COORDINATES (ANGSTROEM)
C (-0.3665, 0.0683, -1.9237)  -0.956
C (0.0321, -0.1369, 1.2235)  -0.533
N (-1.2031, -0.5172, -1.3616)  0.057
S (0.8440, 0.9586, -2.5193)  0.686
S (1.5955, 0.4045, 0.6294)  0.672
H (0.1606, -1.0157, 1.8553)  0.044
H (-0.5905, -0.4311, 0.3411)  -0.008
H (-0.4723, 0.6695, 1.7552)  0.037